{
  "formula": "C24H32Cl2N5RuSSb",
  "method": "ωB97M-V/def2-TZVPD",
  "mol_weight_da": 716.36,
  "de_lowest_kcal_mol": 7.5,
  "gap_ev": [7.9, 4.7],
  "lumo_energy_ev": [-8.957, -12.106],
  "spin_multiplicity": 2,
  "total_charge": 3,
  "s_squared": 0.783,
  "symbols": ["Ru", "S", "N", "C", "C", "C", "C", "C", "N", "C", "C", "N", "C", "C", "C", "C", "C", "N", "H", "H", "H", "H", "H", "H", "Cl", "C", "Cl", "H", "H", "C", "C", "C", "C", "C", "N", "H", "H", "H", "H", "H", "H", "H", "H", "H", "C", "C", "Sb", "C", "C", "C", "C", "H", "H", "H", "H", "H", "H", "H", "H", "H", "H", "H", "H", "H", "H", "H"],
  "xyz": [[-0.5737, -0.8894, -0.1192], [1.2409, -2.8481, 6.8553], [2.1837, -2.5027, 5.6012], [1.3801, -2.2053, 4.5907], [1.8101, -1.8292, 3.2602], [3.1469, -1.7111, 2.8753], [3.4267, -1.3355, 1.5801], [2.3808, -1.0940, 0.6993], [1.0959, -1.2081, 1.0405], [0.8135, -1.5649, 2.3192], [-0.5908, -1.6375, 2.6669], [-1.4615, -1.3296, 1.6779], [-2.7656, -1.3185, 1.9551], [-3.2607, -1.6519, 3.2113], [-2.3872, -1.9972, 4.2185], [-1.0162, -1.9799, 3.9503], [0.0104, -2.2815, 4.9251], [-0.2030, -2.6356, 6.1837], [3.9317, -1.9129, 3.5933], [4.4452, -1.2290, 1.2344], [2.5928, -0.8133, -0.3221], [-3.4388, -1.0248, 1.1644], [-4.3287, -1.6333, 3.3773], [-2.7360, -2.2664, 5.2075], [-2.7890, -1.1843, -1.3787], [-2.6244, -2.9719, -1.3325], [-1.0645, -3.3777, -0.5619], [-2.6281, -3.3400, -2.3523], [-3.4356, -3.3827, -0.7411], [-1.3985, 3.3102, 2.8554], [-0.6295, 3.4074, 1.5277], [-1.3578, 4.3335, 0.5395], [0.8154, 3.8745, 1.7606], [-0.5843, 2.0590, 0.9350], [-0.5478, 1.0082, 0.4749], [-1.4349, 4.3049, 3.2981], [-0.8992, 2.6436, 3.5590], [-2.4225, 2.9700, 2.7013], [-1.4283, 5.3227, 0.9905], [-2.3691, 3.9849, 0.3307], [-0.8083, 4.4312, -0.3973], [0.7819, 4.8659, 2.2110], [1.3696, 3.9485, 0.8247], [1.3477, 3.2107, 2.4418], [2.7841, -0.0736, -4.9825], [2.8403, 0.1224, -3.4691], [0.9303, -0.3227, -2.6037], [-0.2735, 1.4826, -2.7579], [-0.0916, 2.1337, -4.1256], [0.1099, -1.9306, -3.7782], [-0.8543, -1.4369, -4.8528], [3.7711, 0.1709, -5.3797], [2.0657, 0.5827, -5.4703], [2.5767, -1.1051, -5.2632], [3.0708, 1.1452, -3.1727], [3.5640, -0.5437, -2.9996], [0.0980, 2.1127, -1.9507], [-1.3042, 1.2116, -2.5390], [0.9360, 2.4503, -4.2984], [-0.7126, 3.0335, -4.1418], [-0.4164, 1.5022, -4.9489], [-0.3522, -2.6224, -3.0787], [0.9803, -2.4317, -4.2033], [-1.6819, -0.8541, -4.4448], [-1.2811, -2.3043, -5.3605], [-0.3491, -0.8415, -5.6114]],
  "atomic_forces_ev_per_a": [[-0.3, -0.6, 0.4], [0.0, 0.0, 0.0], [0.0, 0.0, 0.0], [0.0, 0.0, 0.0], [0.0, 0.0, 0.0], [0.0, 0.0, 0.0], [0.0, 0.0, 0.0], [0.0, -0.1, 0.0], [0.2, 0.1, 0.0], [0.0, 0.0, 0.0], [0.0, 0.0, 0.0], [0.0, 0.0, 0.1], [0.0, 0.0, 0.0], [0.0, 0.0, 0.0], [0.0, 0.0, 0.0], [0.0, 0.0, 0.0], [0.0, 0.0, 0.0], [0.0, 0.0, 0.0], [0.0, 0.0, 0.0], [0.0, 0.0, 0.0], [0.0, 0.0, 0.0], [0.0, 0.0, 0.0], [0.0, 0.0, 0.0], [0.0, 0.0, 0.0], [0.2, 0.1, -0.1], [0.0, 0.0, 0.0], [0.2, 0.3, -0.2], [0.0, 0.0, 0.0], [0.0, 0.0, 0.0], [0.0, 0.0, 0.0], [0.0, 0.0, 0.0], [0.0, 0.0, 0.0], [0.0, 0.0, 0.0], [0.0, 0.0, 0.0], [0.0, 0.2, -0.2], [0.0, 0.0, 0.0], [0.0, 0.0, 0.0], [0.0, 0.0, 0.0], [0.0, 0.0, 0.0], [0.0, 0.0, 0.0], [0.0, 0.0, 0.0], [0.0, 0.0, 0.0], [0.0, 0.0, 0.0], [0.0, 0.0, 0.0], [0.1, 0.0, 0.0], [0.0, -0.1, 0.3], [-0.6, -0.1, -0.3], [0.1, 0.1, 0.0], [0.0, 0.0, 0.0], [0.1, 0.0, -0.1], [0.0, 0.0, 0.0], [0.0, 0.0, 0.0], [0.0, 0.0, 0.0], [0.0, 0.0, 0.0], [0.0, 0.0, 0.0], [0.0, 0.0, 0.0], [0.0, 0.0, 0.0], [0.0, -0.1, 0.0], [0.0, 0.0, 0.0], [0.0, 0.0, 0.0], [0.0, 0.0, 0.0], [0.0, 0.0, 0.0], [0.0, 0.0, 0.0], [0.0, 0.0, 0.0], [0.0, 0.0, 0.0], [0.0, 0.0, 0.0]]
}